[1]
Molecular formula: C47H51GeN9OS3V
Method: DFT, the ωB97M-V functional and the def2-TZVPD basis

Output
molecular weight = 977.74 g/mol
E = -6604.51417 Ha
HOMO (spin up / spin down) = -12.5 / -12.5 eV

The geometry in ORCA input format:
```
! wB97M-V def2-TZVPD RIJCOSX def2/J DEFGRID3
* xyz 2 2
V 17.01 13.81 11.68
C 18.02 11.09 14.93
N 18.52 12.42 15.24
C 19.19 12.61 16.57
C 18.25 13.40 14.40
N 17.22 13.32 13.56
C 15.97 12.89 14.09
C 15.61 13.33 15.31
C 14.48 12.90 16.01
C 13.65 12.00 15.42
C 13.94 11.61 14.03
C 13.01 10.69 13.48
C 13.17 10.27 12.18
C 14.26 10.76 11.46
C 15.24 11.55 12.02
N 16.39 11.98 11.25
C 16.73 11.30 10.06
N 17.06 10.01 10.07
C 17.35 9.50 11.38
C 17.02 9.12 8.88
N 16.80 11.96 8.90
C 16.03 13.17 8.77
C 17.86 11.80 7.83
C 15.09 12.02 13.36
N 19.05 14.48 14.35
C 20.51 14.40 14.68
C 18.59 15.79 13.89
H 18.80 10.30 15.12
H 17.79 11.12 13.87
H 17.14 10.79 15.48
H 18.63 12.09 17.31
H 19.21 13.72 16.78
H 20.15 12.14 16.50
H 16.21 14.12 15.77
H 14.29 13.19 17.08
H 12.87 11.50 15.93
H 12.05 10.59 13.94
H 12.48 9.56 11.69
H 14.46 10.46 10.44
H 18.20 10.04 11.81
H 17.65 8.48 11.24
H 16.51 9.56 11.98
H 16.33 9.52 8.20
H 16.69 8.14 9.13
H 18.05 8.93 8.54
H 15.08 13.22 9.34
H 15.78 13.28 7.71
H 16.68 14.02 9.12
H 18.75 11.31 8.23
H 18.12 12.84 7.56
H 17.41 11.27 6.96
H 20.77 13.39 15.04
H 20.66 15.13 15.46
H 21.13 14.74 13.88
H 17.83 16.25 14.46
H 18.32 15.75 12.82
H 19.47 16.46 13.94
O 16.10 15.35 11.35
N 15.31 14.65 12.15
S 22.67 11.17 14.15
C 21.87 11.99 12.97
S 20.27 11.63 12.44
C 20.35 13.17 11.51
N 21.45 13.75 11.56
N 22.35 13.09 12.31
C 23.76 13.64 12.13
C 24.91 12.82 12.12
C 26.13 13.37 11.83
C 26.20 14.68 11.45
C 25.10 15.46 11.50
C 23.83 14.98 11.83
S 19.08 13.80 10.54
H 24.78 11.81 12.46
H 26.98 12.75 11.77
H 27.16 15.18 11.25
H 25.15 16.55 11.39
H 22.92 15.62 11.87
C 14.03 14.90 12.28
Ge 13.15 16.31 11.26
C 13.25 15.93 9.39
C 12.67 14.73 8.94
C 12.59 14.44 7.55
C 13.21 15.29 6.69
C 13.82 16.45 7.14
C 13.77 16.86 8.49
C 13.92 17.97 11.94
C 13.05 18.93 12.47
C 13.56 20.09 13.02
C 14.90 20.38 12.94
C 15.70 19.47 12.34
C 15.27 18.27 11.86
C 11.31 16.12 11.79
C 11.02 16.18 13.18
C 9.77 16.05 13.71
C 8.70 15.89 12.80
C 8.93 15.84 11.46
C 10.25 15.94 10.99
H 13.66 14.22 13.11
H 12.22 14.10 9.71
H 12.13 13.52 7.19
H 13.18 15.08 5.58
H 14.22 17.05 6.38
H 14.20 17.76 8.86
H 11.99 18.81 12.43
H 12.85 20.75 13.40
H 15.17 21.32 13.36
H 16.78 19.66 12.30
H 15.98 17.63 11.39
H 11.82 16.28 13.90
H 9.59 16.05 14.80
H 7.65 15.88 13.18
H 8.07 15.64 10.82
H 10.39 15.80 9.98
*
```

=====

[2]
Molecular formula: C2H7NO2
Method: DFT, the ωB97M-V functional and the def2-TZVPD basis

Output
molecular weight = 77.08 g/mol
E = -285.52142 Ha
HOMO (spin up / spin down) = -3.2 / -3.2 eV

The geometry in ORCA input format:
```
! wB97M-V def2-TZVPD RIJCOSX def2/J DEFGRID3
* xyz -1 2
C 0.18 0.12 -0.47
N 1.55 -0.09 -0.61
C 2.22 0.21 0.49
O -0.59 -0.82 0.48
H -0.15 -0.07 -1.49
H -0.32 1.14 -0.24
H 1.78 -0.24 1.45
H 1.94 1.33 0.62
H 3.32 0.16 0.63
H -3.65 0.26 -0.30
H -1.59 -0.63 0.44
O -2.73 0.41 -0.09
*
```

=====

[3]
Molecular formula: C38H73BeF3N5O9S7
Method: DFT, the ωB97M-V functional and the def2-TZVPD basis

Output
molecular weight = 1034.50 g/mol
E = -5543.27691 Ha
HOMO (spin up / spin down) = -12.2 / -12.2 eV

The geometry in ORCA input format:
```
! wB97M-V def2-TZVPD RIJCOSX def2/J DEFGRID3
* xyz 2 2
Be 4.53 -0.57 0.50
C 1.04 1.13 -0.27
O 0.28 0.32 0.60
O 2.40 0.81 -0.18
C 0.37 1.32 -1.68
F 0.63 0.43 -2.67
F -0.94 1.25 -1.61
F 0.58 2.55 -2.19
C -0.05 -0.96 0.16
C -0.44 -1.80 1.37
H 0.38 -1.88 2.08
H -1.31 -1.43 1.91
H -0.77 -2.82 1.17
H 0.75 -1.55 -0.29
H -0.98 -0.88 -0.40
H 1.10 2.07 0.29
C -3.25 -0.42 -3.36
S -3.44 1.29 -4.09
O -3.09 1.30 -5.57
C -5.33 1.40 -3.98
H -2.26 -0.79 -3.10
H -3.66 -1.12 -4.08
H -3.78 -0.48 -2.41
H -5.76 2.37 -4.22
H -5.65 1.29 -2.94
H -5.89 0.67 -4.56
C 4.74 0.49 -3.85
S 4.78 -1.27 -3.29
O 5.02 -1.35 -1.77
C 2.98 -1.47 -3.50
H 4.14 1.16 -3.24
H 4.38 0.55 -4.87
H 5.70 1.02 -3.83
H 2.70 -2.47 -3.84
H 2.60 -0.71 -4.18
H 2.39 -1.43 -2.59
C 1.89 -2.55 4.40
S 3.66 -2.16 3.88
O 3.48 -1.45 2.55
C 3.85 -0.83 5.18
H 1.38 -3.25 3.73
H 1.34 -1.61 4.49
H 1.87 -3.06 5.36
H 3.63 0.16 4.78
H 4.90 -0.80 5.48
H 3.31 -0.90 6.12
C 3.89 3.34 -1.39
S 5.58 2.63 -1.34
O 5.69 1.35 -0.52
C 6.19 4.02 -0.24
H 3.13 2.67 -1.80
H 3.91 4.16 -2.10
H 3.55 3.58 -0.38
H 7.23 3.98 0.11
H 5.70 3.92 0.73
H 6.00 5.00 -0.66
C -1.03 4.78 -0.04
S 0.24 5.60 1.12
O -0.42 6.92 1.46
C -0.11 4.59 2.67
H -0.61 4.90 -1.04
H -1.97 5.31 0.05
H -1.17 3.73 0.21
H 0.46 4.98 3.52
H -0.06 3.51 2.53
H -1.12 4.78 3.02
C 1.26 1.82 -5.46
S 1.01 0.56 -6.79
O 2.43 -0.08 -6.82
C -0.10 -0.54 -5.83
H 0.44 1.97 -4.76
H 1.29 2.80 -5.93
H 2.04 1.48 -4.79
H -0.18 -1.52 -6.30
H -1.09 -0.10 -5.72
H 0.34 -0.70 -4.85
C 4.81 -4.44 0.17
S 3.12 -3.92 -0.37
O 3.09 -2.42 -0.12
C 2.16 -4.59 1.04
H 5.16 -4.05 1.13
H 5.58 -4.19 -0.56
H 4.83 -5.53 0.24
H 2.49 -4.22 2.01
H 2.26 -5.68 1.07
H 1.11 -4.35 0.91
N -6.56 -1.43 0.11
C -5.43 -1.74 0.88
C -4.49 -2.37 0.11
C -5.12 -2.61 -1.16
C -6.34 -1.91 -1.14
H -7.32 -0.87 0.45
H -5.51 -1.38 1.90
H -3.45 -2.55 0.34
H -4.68 -3.09 -2.02
H -7.07 -1.75 -1.91
N -0.30 -3.72 -4.41
C 0.33 -4.18 -3.27
C -0.49 -4.15 -2.16
C -1.66 -3.65 -2.64
C -1.59 -3.48 -3.95
H 0.10 -3.65 -5.34
H 1.34 -4.55 -3.41
H -0.20 -4.33 -1.14
H -2.42 -3.46 -1.89
H -2.27 -3.23 -4.74
N -4.35 0.03 4.18
C -5.24 -0.43 5.10
C -4.61 -1.29 6.01
C -3.26 -1.40 5.52
C -3.12 -0.65 4.32
H -4.57 0.64 3.41
H -6.28 -0.18 4.94
H -5.05 -1.82 6.84
H -2.45 -1.84 6.08
H -2.33 -0.43 3.62
N -2.16 1.40 1.47
C -3.26 1.23 0.64
C -4.40 1.72 1.31
C -3.95 2.38 2.50
C -2.59 1.99 2.61
H -1.19 1.13 1.36
H -3.16 0.78 -0.33
H -5.44 1.69 1.01
H -4.55 2.96 3.19
H -1.81 2.20 3.33
N 2.18 1.89 3.34
C 2.26 2.95 4.21
C 1.32 2.83 5.23
C 0.74 1.54 4.95
C 1.17 1.14 3.72
H 2.73 1.59 2.55
H 3.08 3.63 4.02
H 1.24 3.43 6.13
H -0.10 1.08 5.46
H 0.95 0.31 3.05
*
```

=====

[4]
Molecular formula: C34H38IrN5O4S6Si
Method: DFT, the ωB97M-V functional and the def2-TZVPD basis

Output
molecular weight = 993.41 g/mol
E = -4676.25071 Ha
HOMO (spin up / spin down) = -4.2 / -4.4 eV

The geometry in ORCA input format:
```
! wB97M-V def2-TZVPD RIJCOSX def2/J DEFGRID3
* xyz -1 2
Ir 0.46 0.46 -0.80
S 0.65 2.34 1.00
S 0.50 3.86 3.92
S -0.41 2.14 4.08
S -0.24 1.08 2.30
N -0.79 -6.64 0.72
C -0.19 -5.62 -0.01
C 0.66 -4.70 0.63
C 1.28 -3.70 -0.10
C 1.06 -3.61 -1.47
C 0.23 -4.51 -2.11
C -0.38 -5.52 -1.39
S 1.85 -2.34 -2.39
O 1.94 -2.76 -3.76
O 3.06 -2.03 -1.68
N 0.88 -1.05 -2.26
C -0.02 -0.61 -3.17
N -0.53 -1.25 -4.21
C -1.44 -0.58 -4.91
C -1.88 0.70 -4.60
C -1.35 1.26 -3.44
N -0.43 0.62 -2.76
H -0.93 -6.42 1.70
H -1.64 -6.99 0.31
H 0.82 -4.78 1.70
H 1.94 -2.99 0.39
H 0.07 -4.42 -3.18
H -1.04 -6.23 -1.88
H -1.86 -1.11 -5.77
H -2.62 1.21 -5.19
H -1.66 2.22 -3.04
C -4.37 3.05 4.63
C -3.73 3.45 3.32
C -3.70 2.56 2.25
C -3.05 2.88 1.07
C -2.45 4.12 0.96
C -2.45 5.02 2.01
C -3.11 4.68 3.19
S -1.58 4.51 -0.56
C -2.99 5.27 -1.39
O -1.38 3.21 -1.26
H -5.06 2.23 4.49
H -4.90 3.89 5.08
H -3.60 2.73 5.33
H -4.16 1.58 2.35
H -2.93 2.17 0.26
H -1.92 5.96 1.93
H -3.09 5.37 4.02
H -3.81 4.55 -1.41
H -2.66 5.51 -2.41
H -3.28 6.18 -0.86
C -4.33 -0.19 -0.97
Si -2.74 -0.92 -0.27
C -3.03 -1.27 1.56
C -2.48 -2.58 -1.11
O -1.52 0.09 -0.47
H -5.12 -0.95 -1.00
H -4.16 0.16 -1.99
H -4.70 0.65 -0.39
H -4.02 -1.70 1.74
H -2.94 -0.35 2.15
H -2.28 -1.98 1.94
H -3.41 -3.17 -1.13
H -1.72 -3.16 -0.58
H -2.15 -2.46 -2.14
N 2.10 0.27 -0.12
C 3.32 0.16 0.18
C 4.33 0.87 -0.65
C 4.18 0.96 -2.03
C 5.09 1.67 -2.79
C 6.16 2.32 -2.18
C 6.31 2.24 -0.80
C 5.40 1.51 -0.04
C 3.75 -0.68 1.32
C 2.93 -0.84 2.44
C 3.31 -1.68 3.47
C 4.51 -2.37 3.41
C 5.33 -2.23 2.30
C 4.96 -1.38 1.26
H 3.34 0.45 -2.50
H 4.97 1.72 -3.87
H 6.87 2.88 -2.77
H 7.14 2.74 -0.31
H 5.52 1.46 1.03
H 1.99 -0.31 2.48
H 2.67 -1.79 4.34
H 4.81 -3.03 4.22
H 6.26 -2.78 2.23
H 5.58 -1.29 0.38
*
```

=====

[5]
Molecular formula: C38H72AgF4N5O2S2Si6Te2
Method: DFT, the ωB97M-V functional and the def2-TZVPD basis

Output
molecular weight = 1302.74 g/mol
E = -5531.49353 Ha
HOMO = -1.8 eV

The geometry in ORCA input format:
```
! wB97M-V def2-TZVPD RIJCOSX def2/J DEFGRID3
* xyz -2 1
Ag 0.13 0.23 -0.59
C -3.50 2.17 1.21
C -2.35 1.69 2.09
N -1.02 1.84 1.53
C -0.69 3.22 1.17
C -1.23 3.66 -0.20
C -0.02 1.33 2.47
C -0.23 -0.12 2.89
N -0.12 -1.04 1.77
C -0.28 -2.32 2.01
C -0.06 -3.28 0.96
F 0.29 -2.80 -0.25
C -0.15 -4.63 1.11
F 0.12 -5.41 0.03
C -0.49 -5.24 2.31
C -0.74 -4.36 3.34
F -1.09 -4.87 4.55
C -0.65 -2.99 3.23
F -0.95 -2.28 4.35
H -4.43 1.74 1.58
H -3.35 1.82 0.19
H -3.60 3.25 1.22
H -2.50 0.63 2.29
H -2.39 2.21 3.07
H 0.40 3.29 1.13
H -1.03 3.92 1.96
H -0.58 4.42 -0.64
H -1.25 2.81 -0.87
H -2.24 4.08 -0.14
H -0.01 1.94 3.40
H 0.96 1.43 2.01
H -1.20 -0.20 3.40
H 0.52 -0.33 3.66
H -0.57 -6.31 2.42
C 6.01 -1.01 2.24
Si 5.59 0.65 1.47
C 4.63 1.67 2.72
C 7.21 1.53 1.10
C 4.59 0.45 -0.08
Te 2.72 -0.56 0.34
C 3.48 -2.38 -0.53
Si 3.40 -2.43 -2.40
C 1.64 -2.42 -3.03
C 4.21 -4.04 -2.95
C 4.34 -1.02 -3.18
H 6.54 -0.86 3.19
H 6.66 -1.62 1.60
H 5.10 -1.59 2.45
H 5.28 1.96 3.55
H 3.79 1.10 3.12
H 4.24 2.58 2.25
H 7.77 1.73 2.02
H 7.01 2.49 0.60
H 7.85 0.93 0.44
H 5.11 -0.10 -0.87
H 4.35 1.44 -0.48
H 2.92 -3.20 -0.10
H 4.51 -2.45 -0.17
H 1.10 -3.31 -2.73
H 1.64 -2.35 -4.13
H 1.09 -1.56 -2.64
H 3.67 -4.91 -2.55
H 5.25 -4.10 -2.59
H 4.23 -4.13 -4.04
H 3.93 -0.05 -2.88
H 4.26 -1.09 -4.27
H 5.40 -1.04 -2.92
N 1.82 9.19 -2.64
C 2.27 7.98 -2.09
C 1.51 7.33 -1.11
C 1.97 6.15 -0.55
C 3.18 5.60 -0.95
C 3.94 6.25 -1.92
C 3.49 7.43 -2.48
S 3.72 4.06 -0.23
O 3.72 4.27 1.19
O 4.99 3.77 -0.86
N 2.59 3.01 -0.57
C 2.37 2.55 -1.83
S 3.41 2.83 -3.24
C 2.33 1.90 -4.22
C 1.33 1.43 -3.45
N 1.34 1.79 -2.13
H 0.82 9.30 -2.62
H 2.18 9.37 -3.56
H 0.56 7.75 -0.80
H 1.38 5.64 0.21
H 4.88 5.80 -2.22
H 4.08 7.93 -3.24
H 2.51 1.73 -5.27
H 0.52 0.79 -3.78
C -6.69 0.24 -4.56
Si -5.54 -0.42 -3.21
C -5.78 -2.29 -3.15
C -6.19 0.27 -1.59
Si -3.27 0.08 -3.45
Te -2.31 -0.73 -1.33
Si -2.59 -1.14 -5.34
C -2.07 -2.88 -4.85
C -1.15 -0.36 -6.28
C -3.96 -1.32 -6.64
Si -3.17 2.33 -4.07
C -4.20 3.40 -2.92
C -3.91 2.56 -5.80
C -1.42 3.00 -4.14
H -7.71 -0.14 -4.39
H -6.38 -0.06 -5.56
H -6.74 1.33 -4.54
H -6.80 -2.54 -2.85
H -5.09 -2.73 -2.43
H -5.58 -2.75 -4.13
H -7.20 -0.10 -1.39
H -6.22 1.36 -1.60
H -5.54 -0.03 -0.76
H -1.31 -2.83 -4.06
H -1.66 -3.42 -5.70
H -2.91 -3.44 -4.44
H -0.30 -0.15 -5.63
H -1.45 0.59 -6.75
H -0.81 -1.03 -7.07
H -4.83 -1.86 -6.25
H -3.58 -1.86 -7.51
H -4.31 -0.34 -6.98
H -5.25 3.10 -2.96
H -4.14 4.46 -3.21
H -3.87 3.31 -1.88
H -4.90 2.09 -5.88
H -3.27 2.12 -6.56
H -4.02 3.62 -6.02
H -0.88 2.83 -3.21
H -1.42 4.08 -4.33
H -0.85 2.52 -4.94
*
```